Entry 1:
Here is C22H21AuCl3N3OSi as an isolated structure from the OMol25 dataset. Energies are from ωB97M-V with the def2-TZVPD basis set.

CARTESIAN COORDINATES (ANGSTROEM)
Au 0.9401 -0.1408 -0.4473
C 1.1279 1.2120 -4.0050
C 0.1157 0.1433 -3.7317
C -0.8342 -0.2712 -4.6546
C -1.7252 -1.2818 -4.2945
C -1.7021 -1.8304 -3.0307
C -0.7497 -1.3429 -2.1195
N 0.1597 -0.4401 -2.5359
N -0.5930 -1.6287 -0.8044
Si -1.8183 -2.2964 0.2462
C -3.4981 -1.4969 -0.1067
C -1.9100 -4.1577 -0.0874
C -1.2971 -1.9071 2.0119
H 0.6413 2.1881 -4.0445
H 1.6248 1.0462 -4.9598
H 1.8671 1.2322 -3.2056
H -0.8641 0.1586 -5.6455
H -2.4578 -1.6205 -5.0156
H -2.4029 -2.5925 -2.7256
H -3.9656 -1.9018 -1.0037
H -3.3850 -0.4217 -0.2505
H -4.1909 -1.6434 0.7224
H -2.2079 -4.3484 -1.1187
H -2.6411 -4.6354 0.5662
H -0.9438 -4.6347 0.0744
H -1.2180 -0.8301 2.1600
H -0.3345 -2.3549 2.2596
H -2.0365 -2.2872 2.7178
Cl 6.2006 1.0531 4.3443
C 5.1939 0.9991 2.9404
C 4.3122 -0.0511 2.7686
C 3.5001 -0.0670 1.6504
Cl 2.3938 -1.3909 1.4435
C 3.5065 0.9402 0.6619
O 2.7471 0.9684 -0.3921
C 4.4482 1.9770 0.8928
Cl 4.5203 3.2419 -0.2747
C 5.2747 2.0128 1.9948
H 4.2566 -0.8554 3.4873
H 5.9711 2.8292 2.1199
N -3.6587 3.9132 3.7734
C -2.9366 3.3391 3.0890
C -2.0291 2.6237 2.2506
C -2.3671 2.3301 0.9303
C -1.4830 1.6120 0.1409
C -0.2771 1.1953 0.6709
C 0.0823 1.5071 1.9692
C -0.7976 2.2195 2.7672
H -3.3162 2.6543 0.5255
H -1.7399 1.3785 -0.8854
H 1.0410 1.1999 2.3691
H -0.5441 2.4546 3.7913

As for the charge: 0. The calculation puts the frontier orbital gap (spin up / spin down) at 6.2 / 6.2 eV. As for the energy above the lowest of the compared OMol25 structures with the same formula, charge and spin: 18.4 kcal per mole. Its LUMO energy (spin up / spin down) is -2.011 / -2.011 eV.


Entry 2:
Here is C22H21BrEuNO8S2Se as an isolated structure from the OMol25 dataset. Energies are from ωB97M-V with the def2-TZVPD basis set.

CARTESIAN COORDINATES (ANGSTROEM)
Eu -1.8256 0.5515 -0.7593
Br -1.4879 3.8893 0.0060
C -1.9099 3.4332 -1.7926
C -2.7606 4.1457 -2.6144
C -2.9572 3.6367 -3.8950
C -2.2900 2.4907 -4.3051
C -1.4618 1.8469 -3.3944
N -1.2774 2.3275 -2.1574
C -0.7016 0.5111 -3.5778
O 0.1540 0.4090 -4.4337
O -1.0199 -0.3497 -2.6955
H -3.2662 5.0308 -2.2633
H -3.6437 4.1343 -4.5635
H -2.4286 2.0806 -5.2924
O -1.4469 0.5883 1.3870
S -1.8963 -0.6621 2.0610
C -0.7933 -1.9743 1.3118
C -1.1616 -2.4188 -0.1011
C 0.0173 -3.0490 -0.8648
C 1.3179 -2.2502 -0.8707
S 1.2033 -0.5257 -1.5679
O 0.4063 0.2546 -0.5604
C 2.9085 -0.1550 -1.0584
C 3.9776 -0.6267 -1.8011
C 5.2687 -0.3136 -1.4107
C 5.4833 0.4862 -0.2990
C 4.4087 0.9728 0.4262
C 3.1172 0.6525 0.0442
C -0.8081 -0.6638 3.5333
C 0.3083 0.1561 3.5372
C 1.2147 0.0817 4.5806
C 0.9964 -0.8068 5.6205
C -0.1445 -1.5916 5.6349
C -1.0533 -1.5239 4.5908
H -0.8073 -2.8177 2.0004
H 0.1871 -1.4959 1.3404
H -1.5386 -1.5698 -0.7017
H -1.9761 -3.1496 -0.0503
H -0.3041 -3.2015 -1.8961
H 0.2394 -4.0302 -0.4312
H 2.0407 -2.7478 -1.5170
H 1.7452 -2.1533 0.1254
H 3.7952 -1.2286 -2.6771
H 6.1093 -0.6898 -1.9729
H 6.4905 0.7392 -0.0042
H 4.5724 1.5997 1.2898
H 2.2584 1.0278 0.5796
H 0.4553 0.8484 2.7202
H 2.0899 0.7134 4.5842
H 1.7183 -0.8869 6.4190
H -0.3245 -2.2607 6.4614
H -1.9402 -2.1399 4.5998
O -5.9416 0.5189 -0.5741
Se -4.3851 0.5344 -0.6587
O -3.5908 -0.6804 0.1478
O -3.6213 1.8668 -0.0956
O -3.7197 0.4355 -2.1439

As for the charge: -1. The calculation puts the frontier orbital gap (spin up / spin down) at 4.2 / 7.8 eV. As for the energy above the lowest of the compared OMol25 structures with the same formula, charge and spin: 59.8 kcal per mole. Its multiplicity is 8. Its LUMO energy (spin up / spin down) is 2.190 / 2.189 eV.


Entry 3:
Here is a 4-piece molecular cluster, C22H21BrF10NO13P overall from the OMol25 dataset. Energies are from ωB97M-V with the def2-TZVPD basis set.

CARTESIAN COORDINATES (ANGSTROEM)
O 0.3882 -2.6074 -4.5965
P -0.7792 -2.2913 -3.7428
C -0.2051 -1.6568 -2.1192
C 0.1134 -2.4420 -1.0982
C -0.0283 -3.9431 -1.1588
O 0.6711 -4.6497 -1.8391
N -1.0636 -4.4544 -0.3073
C -2.0873 -5.1100 -1.0249
O -3.0672 -4.5900 -1.4929
F -1.8940 -6.4107 -1.1252
C 0.6380 -1.8908 0.1806
O 1.0048 -2.6185 1.0732
C 0.6530 -0.4112 0.3346
C 1.0640 0.1153 1.6779
C -0.1923 0.3923 2.4641
O -0.6386 1.4796 2.6894
O -0.8220 -0.7618 2.8846
C 0.2981 0.3867 -0.6715
Br 0.2523 2.2596 -0.5361
C -0.0873 -0.1753 -2.0022
O -0.3215 0.5364 -2.9461
H -1.5599 -1.2945 -4.3509
H -1.5166 -3.4647 -3.4887
H -1.5212 -3.6791 0.1548
H 1.6478 1.0176 1.5907
H 1.6666 -0.6237 2.1918
H -1.6950 -0.7597 2.4829
C -0.8497 -1.2116 6.4032
C -0.1971 -2.3337 5.6257
O 1.0799 -2.6785 6.2000
C 1.0498 -3.5140 7.2252
O 0.0802 -4.0047 7.7159
C 2.4837 -3.8131 7.6875
F 3.2237 -2.7026 7.7335
F 3.0707 -4.6652 6.8408
F 2.4861 -4.3610 8.8947
H -0.1815 -0.3521 6.4652
H -1.7747 -0.9035 5.9180
H -1.0789 -1.5224 7.4226
H 0.0049 -2.0132 4.6092
H -0.8403 -3.2111 5.5734
C 3.9788 6.6283 4.2179
C 4.0475 7.0265 2.7598
O 3.3484 6.0779 1.9312
C 2.0399 6.2491 1.8323
O 1.3901 7.0999 2.3551
C 1.4551 5.1931 0.8837
F 1.9717 3.9794 1.1176
F 1.7210 5.5086 -0.3884
F 0.1379 5.1132 1.0139
H 4.3539 5.6137 4.3540
H 4.5755 7.3086 4.8239
H 2.9519 6.6507 4.5818
H 5.0774 7.0171 2.4106
H 3.6531 8.0283 2.5979
C -2.1535 1.6112 -8.9411
C -3.4757 1.0521 -8.4632
O -3.4653 -0.3887 -8.4844
C -2.9274 -0.9795 -7.4332
O -2.4563 -0.4410 -6.4769
C -3.0301 -2.5038 -7.5807
F -2.7178 -2.9070 -8.8111
F -4.2788 -2.9108 -7.3233
F -2.2124 -3.1025 -6.7265
H -1.9087 1.2192 -9.9284
H -2.2006 2.6980 -8.9951
H -1.3439 1.3328 -8.2670
H -4.2796 1.3487 -9.1331
H -3.7270 1.4111 -7.4666

As for the charge: 0. The calculation puts the frontier orbital gap at 7.7 eV. Its structure (SMILES) is O=[PH2]C1=C(C(=O)NC(=O)F)C(=O)C(CC(=O)O)=C(Br)C1=O.CCOC(=O)C(F)(F)F.CCOC(=O)C(F)(F)F.CCOC(=O)C(F)(F)F. Its LUMO energy is -2.604 eV.


The lowest charge belongs to which entry?
C22H21BrEuNO8S2Se